Entry 1:
Here is a cluster of 2 separate species, C5H10NO in total at a distorted geometry from OMol25. Energies are from the ωB97M-V functional and the def2-TZVPD basis.

## Properties
2S+1 ... 1
Energy relative to the best compared isomer or geometry (same formula, charge and spin) ... 5.614 eV
HOMO-LUMO gap ... 8.9 eV
Max |F| ... 0.0842 Eh/bohr
Charge ... +1

Geometry (Å):
C1 2.36 -0.98 -0.09
C2 1.44 -0.12 0.25
C3 -1.88 -0.98 0.49
C4 -1.38 -0.63 -0.79
C5 0.47 0.65 -0.49
N1 -0.17 1.69 0.31
O1 -2.25 0.23 -0.19
H1 2.90 -1.61 0.66
H2 2.56 -1.14 -1.16
H3 1.48 -0.04 1.41
H4 -2.62 -1.73 0.45
H5 -1.18 -0.87 1.26
H6 -1.32 -1.11 -1.80
H7 0.57 0.85 -1.60
H8 -1.27 1.56 0.36
H9 -0.03 2.57 -0.27
H10 0.33 1.67 1.21

***

Entry 2:
Here is the ion C5H10NO with charge +1 at a distorted geometry from OMol25. Energies are from the ωB97M-V functional and the def2-TZVPD basis.

## Properties
2S+1 ... 1
Energy relative to the best compared isomer or geometry (same formula, charge and spin) ... 2.119 eV
HOMO-LUMO gap ... 9.8 eV
Max |F| ... 0.0735 Eh/bohr
Charge ... +1
SMILES ... C[C@]1([NH3+])C=COC1

Geometry (Å):
C1 -0.19 1.39 0.17
C2 -0.57 1.46 1.43
C3 -0.25 -0.78 1.25
C4 0.02 -0.05 -0.19
C5 1.39 -0.34 -0.66
N1 -0.92 -0.54 -1.28
O1 -0.53 0.28 2.11
H1 -0.04 2.20 -0.48
H2 -0.79 2.36 2.00
H3 -0.95 -1.55 1.15
H4 0.65 -1.18 1.63
H5 1.81 0.39 -1.37
H6 1.57 -1.26 -1.30
H7 2.17 -0.42 0.16
H8 -0.26 -0.81 -1.97
H9 -1.64 0.24 -1.59
H10 -1.47 -1.39 -1.07

***

Entry 3:
Here is a cluster of 2 separate species, C5H10NO in total at a distorted geometry from OMol25. Energies are from the ωB97M-V functional and the def2-TZVPD basis.

## Properties
2S+1 ... 1
Energy relative to the best compared isomer or geometry (same formula, charge and spin) ... 5.922 eV
HOMO-LUMO gap ... 7.6 eV
Max |F| ... 0.0646 Eh/bohr
Charge ... +1

Geometry (Å):
O1 0.45 -1.64 -0.43
C1 1.13 -0.90 -1.10
C2 1.53 0.50 -0.70
C3 0.73 0.86 0.61
C4 -0.71 0.47 0.57
C5 -1.50 0.45 -0.64
N1 -1.23 0.06 1.75
H1 1.32 -1.20 -2.14
H2 2.53 0.64 -0.28
H3 1.29 1.05 -1.61
H4 1.02 1.87 0.94
H5 1.13 0.19 1.37
H6 -2.00 -0.49 -0.83
H7 -1.09 1.06 -1.42
H8 -3.09 1.05 -1.46
H9 -2.21 -0.20 1.70
H10 -1.15 0.85 2.40

***

Entry 4:
Here is a cluster of 2 separate species, C5H10NO in total at a distorted geometry from OMol25. Energies are from the ωB97M-V functional and the def2-TZVPD basis.

## Properties
2S+1 ... 1
Energy relative to the best compared isomer or geometry (same formula, charge and spin) ... 4.151 eV
HOMO-LUMO gap ... 9.0 eV
Max |F| ... 0.1074 Eh/bohr
Charge ... +1

Geometry (Å):
C1 -2.95 -0.39 0.76
C2 -1.00 0.73 -0.23
C3 1.28 -0.25 1.23
C4 1.56 0.63 -1.14
C5 0.93 -0.35 -0.24
N1 -1.99 0.19 0.22
O1 0.52 -1.52 -0.61
H1 -3.34 -0.09 1.73
H2 -3.74 -0.87 0.13
H3 -0.95 1.78 -0.60
H4 2.08 -0.95 1.37
H5 1.74 0.69 1.30
H6 0.56 -0.50 1.85
H7 1.02 0.63 -2.07
H8 2.60 0.34 -1.38
H9 1.54 1.66 -0.86
H10 0.14 -1.74 -1.46

***

Entry 5:
Here is a structure of composition C5H10NO at a distorted geometry from OMol25. Energies are from the ωB97M-V functional and the def2-TZVPD basis.

## Properties
2S+1 ... 1
Energy relative to the best compared isomer or geometry (same formula, charge and spin) ... 4.505 eV
HOMO-LUMO gap ... 8.8 eV
Max |F| ... 0.0924 Eh/bohr
Charge ... +1

Geometry (Å):
C1 2.68 -0.27 -0.95
C2 1.23 0.83 0.97
C3 0.51 -0.32 0.49
C4 -2.40 -0.60 0.29
C5 -1.24 -0.15 -0.56
N1 1.74 -0.02 -0.10
O1 -1.17 1.13 -0.94
H1 2.68 -0.94 -1.78
H2 3.53 0.35 -0.85
H3 0.93 1.88 0.59
H4 1.63 0.81 1.97
H5 0.55 -1.24 1.05
H6 -2.09 -1.04 1.26
H7 -2.93 -1.48 -0.20
H8 -3.07 0.25 0.42
H9 -1.01 -0.88 -1.34
H10 -1.58 1.69 -0.31

***

Entry 6:
Here is the ion C5H10NO with charge +1 at a distorted geometry from OMol25. Energies are from the ωB97M-V functional and the def2-TZVPD basis.

## Properties
2S+1 ... 1
Energy relative to the best compared isomer or geometry (same formula, charge and spin) ... 2.548 eV
HOMO-LUMO gap ... 10.9 eV
Max |F| ... 0.1166 Eh/bohr
Charge ... +1
SMILES ... C[N+]1=CCC[C@@H]1O

Geometry (Å):
C1 -1.12 -0.62 0.10
C2 -1.46 0.61 0.83
C3 -0.21 1.49 0.63
C4 0.86 0.53 0.05
C5 0.62 -1.79 -0.94
N1 0.11 -0.72 -0.24
O1 1.34 0.92 -1.20
H1 -1.85 -1.27 -0.12
H2 -2.40 1.25 0.52
H3 -1.66 0.31 2.02
H4 -0.31 2.16 -0.10
H5 0.17 2.01 1.64
H6 1.85 0.39 0.58
H7 1.80 -1.90 -0.88
H8 0.20 -1.82 -1.88
H9 0.28 -2.71 -0.66
H10 2.26 0.89 -1.36

***

Entry 7:
Here is the ion C5H10NO with charge +1 at a distorted geometry from OMol25. Energies are from the ωB97M-V functional and the def2-TZVPD basis.

## Properties
2S+1 ... 3
Energy relative to the best compared isomer or geometry (same formula, charge and spin) ... 4.628 eV
HOMO-LUMO gap (alpha / beta) ... 7.0 / 6.6 eV
Max |F| ... 0.1375 Eh/bohr
Charge ... +1

Geometry (Å):
C1 2.21 1.61 0.35
C2 -2.42 0.77 0.49
C3 1.63 -1.73 0.16
C4 -1.44 0.30 -0.54
C5 0.86 -0.50 -0.41
N1 1.73 0.65 -0.12
O1 -0.26 -0.31 0.29
H1 2.55 2.57 0.67
H2 -2.84 0.04 1.23
H3 -1.94 1.58 1.09
H4 -3.28 1.27 0.11
H5 0.99 -2.48 -0.40
H6 1.45 -1.88 1.22
H7 2.58 -1.89 -0.28
H8 -1.06 1.04 -1.18
H9 -1.66 -0.57 -1.14
H10 0.91 -0.47 -1.53

***

Entry 8:
Here is a structure of composition C5H10NO2 at a distorted geometry from OMol25. Energies are from the ωB97M-V functional and the def2-TZVPD basis.

## Properties
2S+1 ... 1
Energy relative to the best compared isomer or geometry (same formula, charge and spin) ... 6.133 eV
HOMO-LUMO gap ... 4.1 eV
Max |F| ... 0.1036 Eh/bohr
Charge ... -1

Geometry (Å):
O1 2.47 -0.56 1.06
C1 2.11 0.10 0.10
O2 2.59 0.00 -1.24
C2 0.89 0.96 0.23
C3 -0.30 0.00 0.00
C4 -1.61 0.83 0.02
C5 -2.94 -1.25 0.17
N1 -2.79 0.08 -0.42
H1 0.79 1.74 -0.53
H2 0.93 1.37 1.24
H3 -0.49 -0.62 0.89
H4 -0.20 -0.43 -1.00
H5 -1.57 1.63 -0.75
H6 -1.78 1.39 0.98
H7 -3.63 -1.21 1.03
H8 -3.50 -1.95 -0.45
H9 -2.04 -1.74 0.55
H10 3.11 0.64 -0.46

***

Entry 9:
Here is the ion C5H10NO2 with charge -1 at a distorted geometry from OMol25. Energies are from the ωB97M-V functional and the def2-TZVPD basis.

## Properties
2S+1 ... 1
Energy relative to the best compared isomer or geometry (same formula, charge and spin) ... 7.794 eV
HOMO-LUMO gap ... 4.4 eV
Max |F| ... 0.1282 Eh/bohr
Charge ... -1

Geometry (Å):
O1 1.48 1.00 -1.43
C1 0.81 0.53 -0.36
N1 1.40 -0.68 0.13
C2 2.17 -1.49 -0.87
O2 2.69 -2.63 -0.40
C3 -0.79 0.42 -0.54
C4 -1.51 -0.04 0.63
C5 -2.08 1.02 1.52
H1 0.65 -1.17 0.60
H2 1.49 -1.68 -1.72
H3 2.91 -0.76 -1.28
H4 0.98 1.24 0.46
H5 -0.89 -0.34 -1.32
H6 -1.02 1.46 -0.96
H7 -2.14 -0.88 0.38
H8 -1.11 1.54 1.41
H9 -2.84 1.76 1.20
H10 -2.20 0.71 2.57

***

Entry 10:
Here is the ion C5H10NO2 with charge -1 at a distorted geometry from OMol25. Energies are from the ωB97M-V functional and the def2-TZVPD basis.

## Properties
2S+1 ... 1
Energy relative to the best compared isomer or geometry (same formula, charge and spin) ... 0.730 eV
HOMO-LUMO gap ... 7.4 eV
Max |F| ... 0.0574 Eh/bohr
Charge ... -1
SMILES ... CCCCNC(=O)[O-]

Geometry (Å):
C1 0.10 0.78 0.43
N1 1.26 0.91 1.26
C2 1.23 1.38 2.63
O1 0.23 2.05 2.95
O2 2.22 1.03 3.31
C3 0.49 0.11 -0.93
C4 -0.87 -0.29 -1.56
C5 -1.18 -1.79 -1.25
H1 -0.34 1.78 0.25
H2 -0.71 0.18 0.87
H3 2.00 0.25 1.11
H4 0.96 -0.75 -0.45
H5 1.12 0.73 -1.55
H6 -1.74 0.23 -1.13
H7 -0.92 -0.04 -2.61
H8 -0.44 -2.24 -0.56
H9 -1.34 -2.39 -2.13
H10 -2.08 -1.93 -0.63

***

Entry 11:
Here is a cluster of 2 separate species, C5H10NO2 in total at a distorted geometry from OMol25. Energies are from the ωB97M-V functional and the def2-TZVPD basis.

## Properties
2S+1 ... 1
Energy relative to the best compared isomer or geometry (same formula, charge and spin) ... 5.057 eV
HOMO-LUMO gap (alpha / beta) ... 8.9 / 8.9 eV
Max |F| ... 0.0913 Eh/bohr
Charge ... +1

Geometry (Å):
C1 1.54 1.35 -0.15
C2 -0.98 0.33 -0.05
C3 2.23 -0.86 -0.68
C4 -3.41 -0.19 -0.10
C5 0.81 -0.39 1.22
N1 1.55 0.08 0.20
O1 -0.55 1.29 -0.56
O2 -1.94 -0.38 0.21
H1 1.35 1.89 0.80
H2 2.22 1.82 -0.86
H3 2.29 -0.42 -1.65
H4 1.72 -1.88 -0.93
H5 3.17 -1.15 -0.22
H6 -3.69 1.00 0.05
H7 -3.99 -0.79 0.54
H8 -3.45 -0.51 -1.11
H9 0.74 -1.52 1.43
H10 0.40 0.33 1.89

***

Entry 12:
Here is a structure of composition C5H10NO2 at a distorted geometry from OMol25. Energies are from the ωB97M-V functional and the def2-TZVPD basis.

## Properties
2S+1 ... 1
Energy relative to the best compared isomer or geometry (same formula, charge and spin) ... 8.217 eV
HOMO-LUMO gap (alpha / beta) ... 8.5 / 8.5 eV
Max |F| ... 0.1047 Eh/bohr
Charge ... +1

Geometry (Å):
C1 0.76 -0.32 -0.48
C2 0.26 0.83 -2.10
C3 -0.88 1.12 0.75
C4 1.05 0.24 1.91
C5 -0.15 -1.21 0.22
N1 0.17 0.11 0.76
O1 -0.91 -1.07 -3.04
O2 -0.35 0.35 -2.98
H1 -1.49 1.02 1.65
H2 -0.45 2.12 0.71
H3 -1.52 0.99 -0.13
H4 0.49 0.11 2.84
H5 1.85 -0.50 1.88
H6 1.50 1.24 1.91
H7 0.27 -2.07 0.75
H8 -1.16 -1.36 -0.13
H9 1.82 -0.46 -0.57
H10 -1.26 -1.15 -3.95